Entry 1:
Entry from the Open Molecules 2025 dataset: 7 unconnected molecules or ions with the total composition CH16O6 at a distorted geometry (wB97M-V/def2-TZVPD).

Each line ends with the Löwdin charge.
Element x y z (Å)
1 C -1.600 1.490 2.373  -0.0357
2 H -0.957 0.970 1.651  0.0078
3 H -1.366 2.547 2.227  0.0241
4 H -1.345 1.209 3.396  0.0337
5 H -2.590 1.162 2.111  0.0233
6 O 1.442 -0.820 -1.748  -0.0811
7 H 0.801 -0.797 -2.468  0.0436
8 H 1.180 0.003 -1.277  0.0035
9 O 0.533 1.647 -0.870  -0.0582
10 H 0.691 1.800 0.075  0.0059
11 H -0.410 1.818 -1.006  0.0351
12 O 1.463 2.471 1.876  -0.0589
13 H 0.496 2.617 1.929  0.0056
14 H 1.545 1.654 2.395  0.0585
15 O -1.193 -2.268 -0.645  -0.0711
16 H -1.738 -2.635 0.060  0.0499
17 H -0.298 -2.372 -0.239  0.0265
18 O 1.685 -2.937 0.111  -0.0734
19 H 2.034 -2.870 -0.791  0.0395
20 H 2.057 -2.118 0.471  0.0431
21 O -2.049 0.361 -1.255  -0.0663
22 H -2.002 -0.522 -0.853  0.0025
23 H -2.714 0.317 -1.945  0.0419

Properties
- spin multiplicity = 1
- HOMO (Eh) = -0.393
- net charge = 0
- HOMO-LUMO gap (hartree) = 0.4028
- structure (SMILES) = C.O.O.O.O.O.O
- ΔE to the lowest compared entry with this formula, charge and spin (kJ/mol) = 59.81


Entry 2:
Entry from the Open Molecules 2025 dataset: 7 unconnected molecules or ions with the total composition CH16O6S (wB97M-V/def2-TZVPD).

Each line ends with the Mulliken spin population.
Element x y z (Å)
1 C 1.033 1.725 -0.842  -0.0322
2 S 0.548 0.503 0.355  0.9377
3 H 2.039 1.547 -1.189  -0.0014
4 H 0.336 1.787 -1.679  0.0421
5 H 1.019 2.713 -0.366  0.0505
6 H 1.695 -0.211 0.204  -0.0158
7 H 0.676 -0.178 -3.005  -0.0012
8 H 1.810 -1.287 -3.004  0.0002
9 O 0.899 -1.079 -3.237  0.0041
10 H -3.213 0.112 1.357  0.0000
11 H -1.976 -0.433 0.669  0.0013
12 O -2.859 -0.693 0.952  0.0009
13 H 4.133 -1.075 2.528  -0.0002
14 H 3.171 -1.700 3.493  0.0001
15 O 3.186 -1.225 2.653  0.0018
16 H -3.150 0.714 -1.501  0.0000
17 H -2.183 -0.227 -2.183  -0.0005
18 O -2.497 0.684 -2.216  0.0024
19 H 1.177 -2.801 0.615  -0.0006
20 H 1.295 -3.163 -0.823  -0.0001
21 O 1.794 -2.718 -0.122  0.0112
22 H -2.766 2.463 3.202  0.0000
23 H -3.091 2.590 1.704  0.0000
24 O -3.075 1.952 2.435  -0.0003

Properties
- expectation value of S² = 0.753
- spin multiplicity = 2
- HOMO (spin up / spin down) (Eh) = -0.535 / -0.535
- net charge = +1
- HOMO-LUMO gap (spin up / spin down) (hartree) = 0.3803 / 0.2007
- ΔE to the lowest compared entry with this formula, charge and spin (kJ/mol) = 61.62


Entry 3:
Entry from the Open Molecules 2025 dataset: a molecular structure, CH16O7 at a distorted geometry (wB97M-V/def2-TZVPD).

Each line ends with the Löwdin charge.
Element x y z (Å)
1 C -0.233 0.580 2.855  -0.2347
2 O -0.081 -0.039 1.619  -0.2905
3 H 0.354 0.078 3.718  0.0977
4 H -1.314 0.511 3.252  0.0804
5 H -0.022 1.626 2.699  0.0573
6 H -0.854 0.188 0.750  0.0296
7 H -0.630 1.299 -1.264  -0.0359
8 H -0.865 2.080 -2.438  0.0335
9 O -0.279 2.067 -1.699  -0.0310
10 H -1.250 -0.261 -0.975  0.0449
11 H -2.521 0.298 0.328  0.1084
12 O -1.697 0.325 -0.164  -0.0507
13 H 1.348 1.032 0.886  -0.0111
14 H 2.091 2.097 0.008  0.0584
15 O 2.168 1.235 0.440  -0.0490
16 H -0.815 -1.815 -1.617  0.0345
17 H 0.216 -0.813 -1.926  0.0236
18 O -0.750 -0.981 -2.036  0.0239
19 H 0.312 -2.604 0.641  0.0060
20 H -0.943 -3.472 0.396  0.1239
21 O -0.015 -3.194 -0.025  -0.0848
22 H 1.971 0.035 -1.045  0.0211
23 H 2.002 0.192 -2.545  0.0791
24 O 1.808 -0.466 -1.860  -0.0348

Properties
- spin multiplicity = 1
- HOMO (Eh) = -0.344
- net charge = 0
- HOMO-LUMO gap (hartree) = 0.3531
- ΔE to the lowest compared entry with this formula, charge and spin (kJ/mol) = 141.97


Entry 4:
Entry from the Open Molecules 2025 dataset: 8 unconnected molecules or ions with the total composition CH17O8 at a distorted geometry (wB97M-V/def2-TZVPD).

Each line ends with the Löwdin charge.
Element x y z (Å)
1 C -1.261 -0.349 -0.778  -0.2470
2 O -0.023 -0.179 -0.108  -0.4465
3 H -1.879 0.436 -0.386  0.0425
4 H -1.775 -1.261 -0.701  0.0626
5 H -1.023 -0.135 -1.847  0.0879
6 O 0.669 -2.893 -0.102  -0.0682
7 H 0.434 -1.965 -0.183  -0.0363
8 H 1.281 -2.851 0.636  0.0135
9 O 1.849 -0.391 2.037  -0.0554
10 H 1.047 -0.203 1.601  -0.0595
11 H 1.811 -1.351 2.294  0.0488
12 O 2.266 1.437 -0.384  -0.0422
13 H 1.549 0.795 -0.363  -0.0241
14 H 2.188 1.771 -1.238  -0.0157
15 O -1.536 2.677 -1.153  -0.0626
16 H -2.422 2.737 -1.407  -0.0104
17 H -1.451 1.810 -0.666  -0.0026
18 O -1.282 -0.953 2.254  -0.0697
19 H -1.385 -1.929 2.311  0.0543
20 H -1.043 -0.771 1.354  -0.0508
21 O -0.302 2.145 1.558  -0.0745
22 H -1.152 1.937 2.054  0.0695
23 H -0.194 1.393 0.988  -0.0544
24 O 1.479 -0.908 -2.590  -0.0162
25 H 1.281 -0.267 -3.259  0.0251
26 H 0.869 -0.740 -1.930  -0.0682

Properties
- spin multiplicity = 1
- HOMO (Eh) = -0.208
- net charge = -1
- HOMO-LUMO gap (hartree) = 0.3300
- ΔE to the lowest compared entry with this formula, charge and spin (kJ/mol) = 98.93


Entry 5:
Entry from the Open Molecules 2025 dataset: a molecular structure, CH18B4BeCl2 at a distorted geometry (wB97M-V/def2-TZVPD).

Each line ends with the Löwdin charge.
Element x y z (Å)
1 Be 5.468 -2.773 -20.267  0.8287
2 B 7.549 -2.757 -18.756  -0.4449
3 H 7.550 -3.308 -19.683  -0.0815
4 H 6.922 -3.284 -18.054  -0.0967
5 H 8.534 -2.701 -18.318  -0.0607
6 H 7.157 -1.768 -18.935  -0.0826
7 B 2.815 -2.743 -20.671  -0.4595
8 H 3.107 -3.270 -19.776  -0.0769
9 H 1.809 -2.957 -20.998  -0.0581
10 H 2.953 -1.686 -20.506  -0.1060
11 H 3.484 -3.119 -21.430  -0.0745
12 B 5.060 -1.135 -22.258  -0.4222
13 H 4.702 -2.099 -22.585  -0.0802
14 H 4.545 -0.818 -21.364  -0.1201
15 H 6.062 -1.281 -21.885  -0.0707
16 H 4.965 -0.358 -23.001  -0.0588
17 B 5.701 -5.318 -19.531  -0.4287
18 H 5.374 -4.460 -18.963  -0.1156
19 H 6.567 -5.062 -20.121  -0.0814
20 H 5.977 -6.180 -18.944  -0.0563
21 H 4.914 -5.566 -20.227  -0.0742
22 C 3.450 -1.291 -17.407  -0.9309
23 Cl 4.328 -2.800 -17.004  0.5388
24 Cl 4.436 -0.473 -18.652  0.5741
25 H 2.460 -1.508 -17.808  0.0311
26 H 3.407 -0.812 -16.429  0.0078

Properties
- spin multiplicity = 1
- HOMO (Eh) = -0.076
- net charge = -2
- HOMO-LUMO gap (hartree) = 0.2644
- ΔE to the lowest compared entry with this formula, charge and spin (kJ/mol) = 475.78


Entry 6:
Entry from the Open Molecules 2025 dataset: a molecular structure, CH20Na3O13 at a distorted geometry (wB97M-V/def2-TZVPD).

Each line ends with the Löwdin charge.
Element x y z (Å)
1 Na 2.525 -2.095 1.426  0.7900
2 Na 1.255 0.244 3.800  0.7578
3 Na 0.938 -2.968 -2.035  0.7586
4 C 0.336 -0.449 0.129  -0.8100
5 O 1.368 -0.818 -0.546  -0.1385
6 O -0.831 -0.462 -0.390  -0.0805
7 O 0.556 -0.064 1.358  -0.1529
8 O -0.654 2.311 -1.837  -0.0399
9 H -1.344 2.196 -2.504  0.0556
10 H -0.814 1.595 -1.205  0.0001
11 O 2.461 1.533 -1.982  -0.0532
12 H 2.045 0.864 -1.419  -0.0189
13 H 1.747 1.860 -2.545  0.0279
14 O 4.146 -1.326 -1.115  -0.0589
15 H 4.611 -0.493 -0.964  0.0575
16 H 3.215 -1.060 -1.219  -0.0142
17 O -2.999 0.024 1.822  -0.0382
18 H -2.314 0.272 1.184  -0.0093
19 H -2.626 -0.721 2.305  0.0163
20 O -0.106 -0.822 -3.104  -0.0585
21 H -0.459 -0.651 -2.203  -0.0023
22 H 0.504 -0.092 -3.263  0.0418
23 O -1.706 -3.196 -0.503  -0.0552
24 H -1.583 -2.244 -0.319  0.0034
25 H -2.432 -3.224 -1.140  0.0601
26 O -0.627 -1.513 3.354  -0.0446
27 H -0.265 -1.044 2.565  -0.0160
28 H 0.025 -2.189 3.584  0.0421
29 O -1.201 2.430 1.651  -0.0393
30 H -0.561 3.132 1.474  0.0415
31 H -0.722 1.606 1.486  -0.0242
32 O -3.517 0.162 -1.674  -0.0472
33 H -2.644 -0.176 -1.438  -0.0185
34 H -3.953 0.334 -0.828  0.0427
35 O 1.635 2.613 2.196  -0.0412
36 H 1.392 1.860 1.625  0.0099
37 H 2.598 2.570 2.273  0.0563

Properties
- spin multiplicity = 1
- HOMO (Eh) = -0.475
- net charge = +1
- HOMO-LUMO gap (hartree) = 0.2672
- ΔE to the lowest compared entry with this formula, charge and spin (kJ/mol) = 6.45


Entry 7:
Entry from the Open Molecules 2025 dataset: a molecular structure, CH21LiO10 at a distorted geometry (wB97M-V/def2-TZVPD).

Each line ends with the Löwdin charge.
Element x y z (Å)
1 Li 4.522 10.919 31.724  0.7767
2 C 3.912 10.573 28.807  -0.3414
3 O 4.570 10.049 29.837  -0.4305
4 H 2.841 10.407 29.140  0.0737
5 H 4.159 10.103 27.941  0.0319
6 H 4.206 11.624 28.691  0.0742
7 O 2.629 13.290 29.773  0.0152
8 H 2.438 12.355 29.699  0.0162
9 H 1.809 13.601 29.634  -0.0082
10 O 2.388 8.117 30.264  0.0379
11 H 2.840 8.827 29.884  -0.0506
12 H 1.788 8.483 30.801  -0.0503
13 O 7.228 10.364 29.350  -0.0566
14 H 7.336 9.937 28.456  0.0887
15 H 6.281 10.369 29.273  -0.0392
16 O 2.488 10.655 31.795  -0.0791
17 H 1.607 10.301 31.674  0.0587
18 H 2.304 11.384 32.431  0.0869
19 O 6.726 12.895 28.481  -0.1606
20 H 6.975 11.931 28.684  -0.0031
21 H 6.629 12.847 27.398  0.1388
22 O 2.222 8.594 27.036  0.0433
23 H 2.642 9.116 27.630  -0.0810
24 H 1.389 8.680 27.345  -0.0149
25 O 5.114 12.844 31.014  -0.0791
26 H 5.690 12.948 30.188  0.0628
27 H 4.333 13.211 30.739  -0.0584
28 O 5.328 10.591 25.218  -0.1204
29 H 5.936 10.075 25.984  0.1340
30 H 4.452 10.322 25.464  -0.0092
31 O 5.661 7.217 29.788  -0.1315
32 H 5.562 6.702 30.620  0.0321
33 H 5.390 8.187 30.055  0.0431

Properties
- spin multiplicity = 1
- HOMO (Eh) = -0.316
- net charge = 0
- HOMO-LUMO gap (hartree) = 0.2822
- ΔE to the lowest compared entry with this formula, charge and spin (kJ/mol) = 37.01


Entry 8:
Entry from the Open Molecules 2025 dataset: a molecular structure, CH22F3O18PSZr at a distorted geometry (wB97M-V/def2-TZVPD).

Each line ends with the Mulliken spin population.
Element x y z (Å)
1 Zr 1.751 0.848 -0.028  0.0014
2 C -1.022 3.327 3.062  0.0000
3 F -0.943 4.031 1.858  0.0000
4 F -1.285 4.333 3.942  0.0000
5 F -2.069 2.459 3.104  0.0000
6 S 0.673 2.465 3.458  0.0000
7 O 1.050 1.886 2.179  0.0000
8 O 1.569 3.534 3.848  0.0000
9 O 0.426 1.509 4.578  0.0000
10 P -0.104 -0.836 -0.589  -0.0261
11 O -1.190 -1.890 -0.677  0.0166
12 O 1.359 -1.156 -0.755  0.0018
13 O 0.158 -0.242 0.788  0.0013
14 O -0.003 0.591 -1.124  0.0039
15 O -1.686 -4.629 -0.594  0.6123
16 H -2.124 -4.242 -1.352  -0.0090
17 H -1.384 -3.879 -0.083  -0.0103
18 O 2.522 -0.454 1.698  0.0000
19 H 3.287 -0.572 2.262  0.0000
20 H 1.998 -1.242 1.838  0.0001
21 O -2.111 1.499 0.435  0.0004
22 H -1.524 1.025 -0.155  -0.0004
23 H -2.429 0.832 1.043  0.0001
24 O -1.077 -2.479 2.067  -0.0014
25 H -0.599 -2.049 1.358  -0.0008
26 H -1.782 -1.870 2.285  0.0000
27 O -3.592 -1.805 -0.232  0.3077
28 H -2.680 -2.071 -0.350  0.0051
29 H -3.547 -1.044 0.347  -0.0090
30 O 1.982 -3.003 -2.231  0.0007
31 H 1.642 -2.276 -1.710  -0.0013
32 H 1.678 -2.824 -3.120  0.0000
33 O -2.671 -3.047 -2.592  0.1200
34 H -3.206 -2.469 -3.137  -0.0036
35 H -2.097 -2.455 -2.106  -0.0089
36 O 1.039 2.971 -0.350  0.0000
37 H 1.346 3.707 0.180  0.0000
38 H 0.330 3.336 -0.880  0.0000
39 O 2.531 1.611 -2.028  0.0000
40 H 2.082 2.239 -2.593  0.0000
41 H 3.396 1.508 -2.425  0.0000
42 O 3.838 -0.258 -0.782  0.0000
43 H 4.023 -0.898 -1.469  0.0000
44 H 4.697 -0.034 -0.424  0.0000
45 O -1.569 1.081 -3.101  0.0003
46 H -1.576 2.036 -3.159  0.0000
47 H -1.107 0.894 -2.284  -0.0009

Properties
- expectation value of S² = 0.757
- spin multiplicity = 2
- HOMO (spin up / spin down) (Eh) = -0.446 / -0.446
- net charge = +1
- HOMO-LUMO gap (spin up / spin down) (hartree) = 0.2656 / 0.0956


Calculated total energy readings, ordered: -499.12913 -896.95878 -574.32380 -650.22825 -1082.95397 -1515.06600 -810.54985 -2491.60292 Eh
Molecular weight readings, ordered: 124.133 156.200 140.132 157.139 153.321 309.128 200.110 533.428 g/mol